{
  "formula": "C3H8N3S",
  "method": "ωB97M-V with the def2-TZVPD basis set",
  "symbols": ["C", "C", "C", "N", "N", "N", "S", "H", "H", "H", "H", "H", "H", "H", "H"],
  "positions_angstrom": [[1.789873, 1.062222, 0.802231], [0.777190, 1.092651, -0.112758], [1.477741, -1.084670, 1.850673], [1.869258, -0.018495, 1.584339], [1.141842, -2.256495, 2.285199], [-2.331499, 0.686240, -2.345688], [-0.201576, -0.319326, -0.256068], [2.454483, 1.925821, 1.069757], [-0.726802, -0.085291, -1.469800], [0.521225, 2.063820, -0.696083], [0.314736, -2.292186, 3.024083], [1.074242, -3.060480, 1.735194], [-2.756046, 1.606984, -2.099297], [-3.100691, 0.078382, -2.002935], [-2.303974, 0.600823, -3.368848]],
  "atomic_forces_ev_per_a": [[-0.2739, 3.0909, -0.6990], [0.0418, 1.4595, -0.3387], [0.1011, -0.3101, -0.2761], [0.4573, -1.8904, 0.9489], [-2.9132, 1.2359, 3.5766], [-1.4742, 0.4024, 0.3332], [0.2995, -0.0683, 0.1494], [-0.7976, -1.0828, -0.5210], [-0.5052, 0.4239, -0.1772], [0.7126, -2.0387, 0.8791], [2.3644, 0.3961, -1.7518], [0.5973, -1.2221, -1.4864], [0.8521, -0.5925, -0.6082], [0.7905, 0.0161, -0.5510], [-0.2526, 0.1801, 0.5223]],
  "de_lowest_kj_mol": 177.68,
  "gap_ev": 8.75,
  "multiplicity": 1,
  "total_charge": 1,
  "e_tot_ha": -681.24660
}